No. 1
Molecular formula: C8H8Cl2N2
Method: DFT, the ωB97M-V functional and the def2-TZVPD basis

Cartesian coordinates (Å):
C (-3.449, -1.262, -0.181)
C (-1.978, 0.367, 0.023)
C (0.534, 0.640, -0.037)
C (0.698, -0.694, -0.036)
C (2.056, -1.191, -0.023)
C (3.174, -0.385, 0.050)
C (3.080, 1.014, -0.100)
C (1.727, 1.638, -0.059)
H (-3.447, -2.097, 0.660)
H (-3.993, -0.462, 0.406)
H (-3.950, -1.522, -1.186)
H (-2.853, 1.108, 0.761)
H (-0.881, 2.155, 1.013)
H (-0.147, -1.336, -0.142)
H (2.199, -2.223, -0.428)
H (3.895, 1.821, -0.103)
N (-2.075, -0.848, -0.277)
N (-0.755, 1.083, -0.077)
Cl (4.839, -1.063, -0.084)
Cl (1.327, 3.257, -0.180)

Output
relative energy (zero: lowest compared OMol25 entry of this formula, charge and spin)	5.177	eV
molecular weight	203.07	g mol⁻¹
HOMO level	-0.308	Eh
multiplicity	1
LUMO level	-0.0196	Ha

No. 2
Molecular formula: C2H5NO
Method: DFT, the ωB97M-V functional and the def2-TZVPD basis

Cartesian coordinates (Å):
C (1.380, 0.572, 0.452)
C (-1.254, -0.191, -0.682)
N (-0.569, -0.605, 0.428)
O (-1.205, 0.977, -1.159)
H (1.735, -0.446, 0.333)
H (1.509, 1.025, 1.400)
H (-0.516, -1.558, 0.791)
H (-1.863, -0.945, -1.279)
H (0.782, 1.171, -0.285)

Output
relative energy (zero: lowest compared OMol25 entry of this formula, charge and spin)	0.588	eV
molecular weight	59.07	g mol⁻¹
HOMO level (spin up / spin down)	-0.261 / -0.388	Eh
multiplicity	3
⟨S²⟩	2.04
LUMO level (spin up / spin down)	0.0313 / -0.1099	Ha

No. 3
Molecular formula: C26H49AlFNO5
Method: DFT, the ωB97M-V functional and the def2-TZVPD basis

Cartesian coordinates (Å):
C (9.592, -0.076, 1.858)
C (9.517, 0.873, 0.659)
C (8.269, 0.732, -0.240)
C (7.025, 0.135, 0.426)
C (5.740, 0.315, -0.413)
C (5.014, -0.993, -0.804)
C (3.487, -0.947, -0.626)
C (2.706, -1.709, -1.701)
C (1.188, -1.531, -1.574)
C (0.538, -2.512, -0.593)
C (-1.002, -2.565, -0.690)
C (-1.799, -2.059, 0.534)
C (-2.840, -0.880, 0.498)
N (-2.375, 0.379, 1.189)
C (-2.147, 0.167, 2.618)
C (-1.356, 1.232, 0.648)
C (0.100, 0.825, 0.821)
O (-1.616, 2.335, 0.218)
O (-3.901, -1.336, 1.298)
Al (-5.372, -0.377, 0.889)
C (-6.061, 1.002, 2.183)
C (-5.262, 2.291, 2.445)
C (-4.673, 2.967, 1.203)
C (-3.738, 4.103, 1.631)
C (-5.781, 3.521, 0.306)
O (-4.641, 0.229, -0.608)
C (-3.468, -0.496, -0.885)
C (-3.879, -1.795, -1.632)
C (-3.831, -1.744, -3.167)
C (-2.471, -2.025, -3.763)
F (-2.579, -2.168, -5.173)
C (-2.479, 0.328, -1.778)
O (-1.268, 0.032, -1.576)
O (-2.931, 1.124, -2.588)
H (8.889, 0.206, 2.645)
H (9.378, -1.109, 1.571)
H (10.595, -0.055, 2.295)
H (9.592, 1.903, 1.022)
H (10.411, 0.709, 0.047)
H (8.531, 0.132, -1.118)
H (7.996, 1.725, -0.612)
H (6.895, 0.613, 1.403)
H (7.185, -0.930, 0.618)
H (5.043, 0.967, 0.117)
H (6.017, 0.835, -1.337)
H (5.225, -1.216, -1.856)
H (5.430, -1.819, -0.217)
H (3.146, 0.094, -0.611)
H (3.232, -1.382, 0.347)
H (2.965, -2.773, -1.625)
H (3.034, -1.345, -2.684)
H (0.977, -0.504, -1.273)
H (0.705, -1.649, -2.549)
H (0.840, -2.290, 0.440)
H (0.952, -3.506, -0.817)
H (-1.278, -3.616, -0.843)
H (-1.288, -2.015, -1.582)
H (-2.404, -2.890, 0.903)
H (-1.083, -1.851, 1.337)
H (-3.103, 0.124, 3.142)
H (-1.592, 1.022, 3.020)
H (-1.581, -0.743, 2.858)
H (0.255, -0.252, 0.823)
H (0.458, 1.221, 1.780)
H (0.668, 1.305, 0.023)
H (-6.608, -1.435, 0.610)
H (-7.066, 1.275, 1.826)
H (-6.238, 0.483, 3.139)
H (-5.903, 3.052, 2.932)
H (-4.453, 2.097, 3.163)
H (-4.079, 2.247, 0.636)
H (-3.407, 4.695, 0.774)
H (-2.847, 3.692, 2.116)
H (-4.242, 4.755, 2.360)
H (-6.595, 2.802, 0.182)
H (-5.396, 3.772, -0.685)
H (-6.208, 4.429, 0.761)
H (-3.306, -2.664, -1.289)
H (-4.916, -1.989, -1.350)
H (-4.195, -0.779, -3.527)
H (-4.509, -2.523, -3.547)
H (-2.071, -2.978, -3.400)
H (-1.761, -1.216, -3.582)

Output
total charge	-2
molecular weight	501.66	g mol⁻¹
HOMO level	-0.063	Eh
multiplicity	1
LUMO level	0.1276	Ha

No. 4
Molecular formula: C4H8NO2
Method: DFT, the ωB97M-V functional and the def2-TZVPD basis

Cartesian coordinates (Å):
C (0.059, 1.623, 0.483)
C (0.321, 0.368, 1.254)
O (0.561, 0.386, 2.463)
N (0.241, -0.783, 0.563)
C (0.527, -0.941, -0.878)
C (-0.695, -0.950, -1.791)
O (-1.296, 0.236, -1.835)
H (-0.774, 1.562, -0.176)
H (0.018, 2.456, 1.177)
H (0.857, 1.857, -0.210)
H (0.343, -1.596, 1.149)
H (1.203, -1.814, -0.939)
H (1.069, -0.062, -1.209)
H (-1.370, -1.779, -1.462)
H (-0.232, -1.299, -2.761)

Output
total charge	-1
relative energy (zero: lowest compared OMol25 entry of this formula, charge and spin)	1.756	eV
molecular weight	102.11	g mol⁻¹
HOMO level	-0.102	Eh
multiplicity	1
LUMO level	0.1513	Ha
SMILES	CC(=O)NCC[O-]

No. 5
Molecular formula: C4H5I3
Method: DFT, the ωB97M-V functional and the def2-TZVPD basis

Cartesian coordinates (Å):
C (-0.982, -0.540, 0.349)
C (-0.225, 0.710, 0.814)
C (-0.217, -0.709, -0.950)
C (0.957, 0.588, -0.142)
I (0.697, -2.541, -1.458)
I (1.304, 2.175, -1.554)
I (2.767, -0.093, 0.893)
H (-0.721, -1.349, 0.933)
H (-2.146, -0.304, 0.253)
H (-0.919, 1.591, 0.878)
H (0.191, 0.647, 1.780)
H (-0.706, -0.175, -1.798)

Output
relative energy (zero: lowest compared OMol25 entry of this formula, charge and spin)	1.005	eV
molecular weight	433.80	g mol⁻¹
HOMO level	-0.330	Eh
multiplicity	1
LUMO level	-0.0141	Ha

Q: molecular weight of number 5 (C4H5I3)?
A: 433.80 g mol⁻¹

Q: Which of these has the lowest molecular weight?
A: C2H5NO

Repeat the fourth record exactly.
Molecular formula: C4H8NO2
Method: DFT, the ωB97M-V functional and the def2-TZVPD basis

Cartesian coordinates (Å):
C (0.059, 1.623, 0.483)
C (0.321, 0.368, 1.254)
O (0.561, 0.386, 2.463)
N (0.241, -0.783, 0.563)
C (0.527, -0.941, -0.878)
C (-0.695, -0.950, -1.791)
O (-1.296, 0.236, -1.835)
H (-0.774, 1.562, -0.176)
H (0.018, 2.456, 1.177)
H (0.857, 1.857, -0.210)
H (0.343, -1.596, 1.149)
H (1.203, -1.814, -0.939)
H (1.069, -0.062, -1.209)
H (-1.370, -1.779, -1.462)
H (-0.232, -1.299, -2.761)

Output
total charge	-1
relative energy (zero: lowest compared OMol25 entry of this formula, charge and spin)	1.756	eV
molecular weight	102.11	g mol⁻¹
HOMO level	-0.102	Eh
multiplicity	1
LUMO level	0.1513	Ha
SMILES	CC(=O)NCC[O-]

Q: Which value of molecular weight does entry 4 give?
A: 102.11 g mol⁻¹